Molecular formula: C3H7N3OS
Method: DFT, wB97M-V/def2-TZVPD

Calculated values
**LUMO energy**: 0.7 eV
**Spin multiplicity**: 1
**ΔE to the lowest compared entry with this formula, charge and spin**: 2.897 eV
**Net charge**: 0
**E_HOMO**: -8.2 eV
**Kohn-Sham gap**: 8.8769 eV

Geometry (Å):
C (-2.9546, 0.0478, -0.2708)
N (-1.7184, 0.2070, 0.5074)
N (-0.6194, -0.1019, -0.2888)
C (0.4067, -0.5977, 0.2330)
N (1.4957, -0.8971, -0.6093)
S (3.0401, -0.8660, 0.0537)
C (3.2179, 0.8254, 0.1552)
O (2.3964, 1.6166, -0.2332)
H (-3.8207, 0.3048, 0.3724)
H (-3.0852, -0.9900, -0.6009)
H (-2.8765, 0.6144, -1.1674)
H (-1.6683, -0.2230, 1.4096)
H (0.5739, -0.9468, 1.3022)
H (1.4455, -0.1544, -1.4307)
H (4.1670, 1.1610, 0.5677)

Molecular formula: C25H16ClN4O6Ti
Method: DFT, wB97M-V/def2-TZVPD

Calculated values
**LUMO energy**: -4.9 eV
**Spin multiplicity**: 1
**ΔE to the lowest compared entry with this formula, charge and spin**: 1.827 eV
**Net charge**: +1
**E_HOMO**: -11.8 eV
**Kohn-Sham gap**: 6.9290 eV

Geometry (Å):
Ti (-0.2498, -0.1967, -1.5608)
O (1.7607, -0.4316, -1.1137)
C (2.7400, 0.5946, -1.2002)
C (4.0260, 0.1439, -1.3480)
C (5.0473, 1.0771, -1.5222)
C (4.7584, 2.4295, -1.5358)
C (3.4472, 2.8578, -1.3828)
C (2.3971, 1.9536, -1.2248)
C (1.0559, 2.5298, -1.0669)
N (-0.0033, 1.8183, -1.0385)
N (-1.2133, 2.4400, -0.6726)
C (-2.1450, 1.5549, -0.6001)
O (-1.9123, 0.2609, -0.9417)
C (-3.4886, 1.8556, -0.0952)
C (-4.4087, 0.8217, 0.0618)
C (-5.6714, 1.0968, 0.5643)
C (-6.0111, 2.3991, 0.9001)
C (-5.0946, 3.4315, 0.7356)
C (-3.8322, 3.1651, 0.2397)
H (4.2216, -0.9198, -1.3286)
H (6.0651, 0.7326, -1.6409)
H (5.5494, 3.1542, -1.6653)
H (3.2228, 3.9169, -1.3904)
H (0.9718, 3.6017, -0.9011)
H (-4.1419, -0.1872, -0.2178)
H (-6.3897, 0.2979, 0.6855)
H (-6.9982, 2.6119, 1.2885)
H (-5.3704, 4.4445, 0.9939)
H (-3.1113, 3.9598, 0.1084)
O (1.6747, -4.3734, -3.2529)
C (1.8996, -3.9321, -2.0283)
O (2.8882, -4.2073, -1.4004)
C (0.8762, -3.0284, -1.3953)
C (0.9880, -2.8936, 0.0862)
Cl (0.9851, -4.3083, 1.0042)
N (0.9383, -1.7521, 0.7005)
N (0.9450, -0.4367, 0.0929)
C (-0.0363, -2.2547, -1.9607)
C (-0.0728, -1.9131, -3.4079)
O (-0.0411, -2.5939, -4.3910)
O (-0.1366, -0.5453, -3.4015)
C (0.6250, -1.5997, 2.1112)
C (1.6525, -1.6398, 3.0354)
C (1.3288, -1.4583, 4.3707)
C (0.0088, -1.2293, 4.7415)
C (-0.9982, -1.1813, 3.7887)
C (-0.6945, -1.3703, 2.4466)
H (0.8920, -3.9624, -3.6654)
H (2.6717, -1.8124, 2.7175)
H (2.1069, -1.4937, 5.1202)
H (-0.2340, -1.0860, 5.7856)
H (-2.0221, -0.9997, 4.0839)
H (-1.4667, -1.3426, 1.6878)

Molecular formula: C2H3NOS
Method: DFT, wB97M-V/def2-TZVPD

Calculated values
**LUMO energy**: 0.4 eV
**Spin multiplicity**: 1
**ΔE to the lowest compared entry with this formula, charge and spin**: 1.403 eV
**Net charge**: 0
**E_HOMO**: -8.8 eV
**Kohn-Sham gap**: 9.1737 eV

Geometry (Å):
C (0.6583, 0.2961, -0.3818)
C (-0.9573, 0.4779, 0.1731)
N (0.7237, -0.9123, 0.1354)
O (1.4019, 1.0333, -0.9734)
S (-0.7014, -1.0363, 1.1023)
H (-1.3556, 1.4960, 0.5401)
H (-1.4182, 0.1028, -0.7275)
H (1.6486, -1.4575, 0.1318)

Molecular formula: C10H9F3N2
Method: DFT, wB97M-V/def2-TZVPD

Calculated values
**LUMO energy (alpha / beta)**: -1.0 / -1.0 eV
**Spin multiplicity**: 1
**ΔE to the lowest compared entry with this formula, charge and spin**: 0.544 eV
**Net charge**: 0
**E_HOMO (alpha / beta)**: -8.3 / -8.3 eV
**Kohn-Sham gap (alpha / beta)**: 7.2921 / 7.2940 eV

Geometry (Å):
C (-3.4197, 1.1745, 0.1624)
C (-2.5602, 1.4503, -0.9355)
C (-3.1407, 0.2002, 1.0413)
C (-1.3796, 0.6971, -1.0371)
C (-2.0354, -0.5781, 0.9816)
C (-1.0947, -0.3275, -0.0458)
C (0.1453, -0.9040, -0.1401)
C (2.4538, -1.4345, -0.2338)
C (2.6300, -0.3129, 0.8927)
C (1.9916, 1.6381, -0.1902)
N (1.0718, -1.5568, -0.4962)
N (1.7446, 0.7231, 0.7697)
F (3.2715, 2.1841, -0.1727)
F (1.9183, 1.1646, -1.5441)
F (1.0433, 2.7032, -0.1939)
H (-4.4049, 1.6006, 0.1450)
H (-2.7391, 2.2640, -1.7134)
H (-3.7735, -0.0112, 1.8193)
H (-0.5739, 0.9819, -1.7632)
H (-1.8564, -1.3966, 1.7402)
H (2.9017, -1.0213, -1.1692)
H (2.8939, -2.2930, 0.1128)
H (2.4289, -0.7529, 1.8422)
H (3.6072, 0.1065, 0.9349)

Molecular formula: C5H10NO2S
Method: DFT, wB97M-V/def2-TZVPD

Calculated values
**LUMO energy (alpha / beta)**: -3.2 / -9.0 eV
**Spin multiplicity**: 3
**ΔE to the lowest compared entry with this formula, charge and spin**: 3.383 eV
**Net charge**: +1
**E_HOMO (alpha / beta)**: -11.1 / -15.1 eV
**Kohn-Sham gap (alpha / beta)**: 7.8398 / 6.1283 eV

Geometry (Å):
C (-2.4456, 1.6159, -0.2720)
C (-1.7266, 0.6348, -0.7780)
C (1.5579, -0.6142, -1.1243)
C (1.5387, -1.5406, 0.0150)
C (1.0792, 0.7171, 1.1358)
N (0.8326, -0.3057, 0.0975)
O (-1.6147, -0.6874, 1.4757)
O (-1.2989, -2.0533, -0.6570)
S (-1.2959, -0.8255, 0.1014)
H (-2.6292, 2.6372, -0.6855)
H (-2.8878, 1.4359, 0.7578)
H (-1.2636, 0.6579, -1.6999)
H (2.3274, 0.0969, -1.1918)
H (0.8196, -0.6556, -1.8639)
H (0.9187, -2.3532, 0.0267)
H (2.4075, -1.8465, 0.6958)
H (0.9355, 0.5173, 2.1777)
H (2.1117, 0.8661, 1.0123)
H (0.6335, 1.7026, 0.7766)

Molecular formula: C18H30BeBr3Cl5FMgN3O16P
Method: DFT, wB97M-V/def2-TZVPD

Calculated values
**LUMO energy**: -3.2 eV
**Spin multiplicity**: 1
**ΔE to the lowest compared entry with this formula, charge and spin**: 5.537 eV
**Net charge**: -1
**E_HOMO**: -4.3 eV
**Kohn-Sham gap**: 1.1162 eV

Geometry (Å):
C (5.2373, 2.9100, 1.4682)
C (4.4424, 3.0475, 0.0632)
O (5.0546, 3.4826, -0.9507)
N (2.9783, 2.6876, -0.0440)
C (2.8301, 1.2781, 0.4511)
C (2.2906, 3.6617, 0.7971)
N (2.8211, 4.9374, 1.2560)
C (1.8480, 5.6133, 2.0844)
N (0.6328, 4.8609, 2.2093)
C (0.8646, 3.6415, 1.4197)
P (-0.4418, 2.3188, 1.2136)
O (-1.8365, 3.0324, 1.4181)
O (-0.4169, 1.8680, -0.4605)
O (-0.2672, 0.9785, 2.2331)
H (6.1499, 3.6083, 1.4779)
H (4.5549, 3.2151, 2.3615)
H (5.5157, 1.8088, 1.6306)
H (1.7593, 0.8556, 0.3406)
H (3.4974, 0.5948, -0.2085)
H (3.1214, 1.1320, 1.5582)
H (3.7147, 5.4197, 1.0980)
H (2.1629, 6.6304, 2.4858)
H (-0.1830, 5.1763, 2.7513)
H (0.4742, 2.1994, -0.7841)
H (0.4153, 1.1388, 2.9553)
F (2.3317, 3.8859, 3.8660)
C (2.2325, -0.6339, 4.4159)
O (3.3300, -1.2031, 4.6515)
O (1.2023, -1.5177, 4.4377)
O (1.9661, 0.5665, 4.1701)
H (1.8024, -2.2635, 4.6399)
Mg (-2.0149, 4.0970, -0.2923)
C (-3.4744, -5.0213, -3.9130)
O (-2.8700, -3.8863, -3.3386)
C (-1.5771, -3.6334, -3.8876)
C (-1.1500, -2.1983, -3.5975)
O (-1.7220, -1.2560, -4.5023)
C (-3.1060, -0.9602, -4.3024)
C (-3.3578, -0.0621, -3.0939)
O (-3.3556, -0.8275, -1.8889)
C (-3.1761, -0.0108, -0.7434)
H (-2.8628, -5.9129, -3.7465)
H (-4.4492, -5.1659, -3.4435)
H (-3.6325, -4.8619, -4.9948)
H (-1.5842, -3.8013, -4.9709)
H (-0.8740, -4.3279, -3.4134)
H (-0.0683, -2.1332, -3.7546)
H (-1.3389, -1.9168, -2.5637)
H (-3.7043, -1.8733, -4.2637)
H (-3.4143, -0.4121, -5.1987)
H (-4.3448, 0.4055, -3.1863)
H (-2.5880, 0.7174, -3.0502)
H (-2.2051, 0.4859, -0.7827)
H (-3.2014, -0.6453, 0.1391)
H (-3.9801, 0.7304, -0.6716)
C (2.9169, 3.0662, -3.1360)
O (3.3314, 1.9435, -2.8591)
O (2.0183, 3.6754, -2.5117)
O (3.3290, 3.7751, -4.0839)
Be (-3.4943, -5.0848, -6.7249)
C (-0.8087, -2.7512, 1.7057)
Br (-1.3690, -2.1868, -0.0680)
Br (0.8245, -3.8013, 1.6478)
Br (-0.6560, -1.2600, 2.9353)
H (-1.5930, -3.4029, 2.0892)
C (-7.0441, -4.9873, -5.5807)
O (-6.2232, -4.1543, -5.9744)
O (-6.7568, -6.0998, -5.0856)
O (-8.2830, -4.8422, -5.6181)
C (-0.4305, 3.5339, 5.7128)
Cl (-0.1074, 1.9070, 5.1118)
Cl (-1.6544, 4.3528, 4.7260)
H (-0.7898, 3.4689, 6.7396)
H (0.4940, 4.1110, 5.6796)
C (4.1258, -4.7331, 4.8387)
Cl (4.5795, -3.5382, 3.6172)
Cl (2.4851, -4.4354, 5.4318)
Cl (4.2585, -6.3748, 4.1847)
H (4.8137, -4.6428, 5.6777)